# C36H45CsGeN9O2Sb

A structure of composition C36H45CsGeN9O2Sb (ωB97M-V with the def2-TZVPD basis set, the OMol25 dataset).

Last column: Löwdin charge in e.
Positions of all 95 atoms, in Å:
Cs -0.7932 -0.4298 0.7777  0.79
N 7.3671 0.7279 -7.2429  0.13
C 6.5666 0.6794 -6.4172  -0.20
C 5.5682 0.6205 -5.3901  -0.25
C 4.7714 -0.5172 -5.2516  -0.02
C 3.8120 -0.5656 -4.2565  0.00
C 3.6264 0.5128 -3.3942  -0.19
C 4.4235 1.6442 -3.5419  -0.01
C 5.3925 1.7029 -4.5272  -0.03
C 2.5788 0.4469 -2.3289  -0.06
C 1.4541 1.2697 -2.5687  -0.28
C 1.2529 2.0737 -3.7334  -0.07
C 0.0566 2.7336 -3.5447  -0.12
C -0.4257 2.2815 -2.2901  -0.25
N 0.3869 1.4131 -1.7089  0.04
C 2.8720 -0.4086 -1.2784  -0.28
C 4.1281 -1.1006 -1.1027  -0.05
C 4.0200 -1.8113 0.0560  -0.09
C 2.6943 -1.5496 0.5447  -0.19
N 2.0283 -0.7242 -0.2204  -0.02
H 4.9108 -1.3547 -5.9223  0.11
H 3.1929 -1.4449 -4.1301  0.13
H 4.2710 2.4786 -2.8698  0.13
H 6.0163 2.5803 -4.6366  0.11
H 1.9063 2.1439 -4.5896  0.09
H -0.4236 3.4357 -4.2109  0.07
H -1.3520 2.5852 -1.8127  0.05
H 4.9865 -1.0454 -1.7548  0.10
H 4.7603 -2.4487 0.5151  0.08
H 2.2433 -1.9646 1.4398  0.10
N -2.2719 3.8746 0.8342  0.05
N -2.5217 3.6169 2.1915  -0.03
C -2.9019 2.3807 2.6191  -0.44
N -2.8285 2.1612 3.9440  0.20
N -3.3122 1.5545 1.6704  0.13
N -3.8761 0.3749 2.0725  -0.46
O -4.5253 0.3028 3.1141  0.03
O -3.7384 -0.5721 1.3208  -0.10
H -3.1366 3.7263 0.3278  0.06
H -1.6053 3.1942 0.4693  0.06
H -1.8846 4.1108 2.7980  0.12
H -2.0438 2.6085 4.3988  0.11
H -3.0189 1.2216 4.2552  0.10
C 1.9470 4.2973 3.7832  -0.15
C 2.2599 3.3724 4.7752  -0.13
C 1.6341 2.1406 4.8671  -0.06
C 0.6242 1.7489 3.9419  -0.33
C 0.3669 2.7003 2.9157  -0.09
C 0.9937 3.9264 2.8349  -0.13
N -0.0490 0.5819 3.8715  0.01
C -0.0425 -0.3403 4.8868  -0.31
C -0.2291 -1.7016 4.5470  -0.04
C -0.2825 -2.6882 5.5137  -0.11
C -0.1731 -2.3835 6.8688  -0.15
C -0.0356 -1.0504 7.2290  -0.14
C 0.0260 -0.0505 6.2691  -0.07
H 2.4522 5.2528 3.7264  0.07
H 3.0316 3.6125 5.5008  0.09
H 1.9522 1.4478 5.6335  0.09
H -0.3402 2.3840 2.1582  0.05
H 0.7562 4.5878 2.0070  0.09
H -0.3624 -1.9913 3.5101  0.07
H -0.4204 -3.7159 5.1963  0.10
H -0.2122 -3.1632 7.6197  0.08
H 0.0203 -0.7773 8.2784  0.08
H 0.1070 0.9807 6.5884  0.09
C -0.9387 -6.1567 -1.6233  -0.27
Ge -0.6760 -4.2285 -1.0799  0.63
C 1.0975 -3.7750 -1.8424  -0.24
C -1.9959 -3.2907 -2.2427  -0.25
C -0.8585 -3.6695 0.7229  -0.46
H -0.8173 -6.3133 -2.7003  -0.01
H -1.9432 -6.4799 -1.3354  -0.01
H -0.2214 -6.7916 -1.0959  -0.01
H 1.2140 -4.1707 -2.8558  0.00
H 1.9058 -4.1700 -1.2227  0.01
H 1.2143 -2.6897 -1.8713  -0.01
H -2.1493 -3.8160 -3.1899  0.00
H -1.6319 -2.2833 -2.4651  -0.02
H -2.9588 -3.2007 -1.7327  0.00
H -0.0619 -4.0568 1.3698  -0.11
H -1.8389 -3.9154 1.1481  -0.10
C -4.4894 2.2014 -1.9058  -0.35
Sb -3.4931 0.2856 -2.0398  1.25
C -5.3507 -0.8013 -1.9351  -0.34
C -3.4321 0.2638 -4.1943  -0.34
H -5.3426 2.2236 -2.5860  -0.01
H -3.8023 3.0067 -2.1706  -0.01
H -4.8375 2.3475 -0.8823  -0.02
H -6.0467 -0.4227 -2.6858  -0.01
H -5.7837 -0.6867 -0.9415  -0.01
H -5.1640 -1.8605 -2.1099  -0.01
H -4.3942 0.5830 -4.5994  -0.01
H -3.2135 -0.7495 -4.5318  -0.01
H -2.6417 0.9260 -4.5480  -0.01

Calculated values
total charge	-2
HOMO energy	-0.032	hartree

=====

# C5H11N3

A cluster of 2 separate species, C5H11N3 in total at a distorted geometry (ωB97M-V with the def2-TZVPD basis set, the OMol25 dataset).

Last column: Löwdin charge in e.
Positions of all 19 atoms, in Å:
C -0.0784 -0.1829 -2.3238  -0.08
C -0.2539 0.3350 -0.9201  -0.36
C -1.1245 -0.5289 -0.0426  -0.23
C -0.2364 1.6695 -0.6730  0.05
N -1.6857 -0.1127 1.0366  0.06
H -2.6890 -0.2495 1.1327  0.07
H -1.4707 -1.4377 -0.5511  0.11
H 0.5472 0.4856 -2.9106  0.08
H 0.3701 -1.1761 -2.3043  0.08
H -1.0415 -0.2914 -2.8246  0.08
H 0.2456 2.3493 -1.3577  0.06
H -0.4914 2.0471 0.3039  0.06
N 0.6829 -0.4113 2.4304  0.06
C 1.1876 -0.8392 1.2245  -0.40
N 2.1156 -0.2131 0.5380  0.05
H -0.2582 -0.7422 2.6228  0.06
H 0.7056 0.5651 2.6931  0.09
H 2.5068 0.5769 1.0511  0.03
H 0.9683 -1.8435 0.8748  0.11

Calculated values
energy above the lowest of the compared OMol25 structures with the same formula, charge and spin	3.079	eV
HOMO energy	-0.312	hartree

=====

| no. | energy (Eh) | LUMO (eV) | orbital gap (hartree) |
| --- | --- | --- | --- |
| 1 | -4379.2402 | 3.621 | 0.1653 |
| 2 | -361.2763 | 0.017 | 0.3131 |